(1)
DFT (ωB97M-V/def2-TZVPD) results for a cluster of 3 separate species, C28H25N3O7S in total.

```
64
Properties=species:S:1:pos:R:3:forces:R:3
O 3.902492 0.996459 -0.248990 1.7936 1.0160 -4.6406
C 4.308208 1.234779 -1.413472 -0.8026 -0.7916 2.3239
O 4.867911 2.523353 -1.753965 0.4534 -2.4270 0.9445
C 4.205643 0.158377 -2.625226 -0.0095 0.9598 0.7581
C 2.685322 0.230000 -3.154879 0.2563 0.3193 -0.8720
C 2.068215 -1.169491 -3.638038 -0.4557 1.4882 -1.2521
N 1.593453 -2.077095 -2.556391 1.2017 0.1398 2.1273
C 0.614945 -1.467222 -1.651866 -3.9358 2.0599 1.6051
C -0.752361 -1.030509 -2.309713 0.0149 0.9190 3.5190
C -1.890065 -0.326860 -1.507797 3.2371 -0.8281 1.5860
C -1.730984 -0.003778 0.028412 3.6176 -2.3127 -2.6148
C -0.397511 -0.477600 0.681149 -0.8393 -0.2597 -3.2317
C 0.743887 -1.190522 -0.139218 -2.3581 0.6129 -1.9224
S 2.267446 -1.695571 0.769629 -0.5664 -0.4894 -1.5111
C 3.117179 -2.803584 -0.434401 1.1734 -1.6606 -1.8636
C 4.319490 -3.667422 0.103983 -0.6569 -0.4437 -3.5331
C 5.137128 -4.614737 -0.848972 -3.4885 2.6574 -0.9332
C 4.672390 -4.662824 -2.325999 -1.1156 2.1425 1.7480
O 5.415738 -5.500041 -3.223087 -0.7112 1.6915 0.6505
C 3.477693 -3.812395 -2.851515 0.9400 0.0113 3.0352
C 2.657936 -2.844827 -1.910213 3.6675 -2.7706 0.4683
H 5.654827 2.582162 -1.149620 -1.1587 0.3346 -0.5409
H 4.945091 0.408313 -3.463326 -1.1214 -0.1664 1.2782
H 4.517382 -0.849568 -2.191949 -0.7416 1.3264 -0.4197
H 2.706654 0.911718 -4.092594 -0.1116 -1.0876 1.4844
H 2.013950 0.774623 -2.402062 0.8701 -1.1301 -0.9467
H 1.139467 -0.909654 -4.278942 1.5029 -0.4345 1.0655
H 2.805281 -1.663233 -4.375039 -1.1460 0.4357 1.5276
H -0.922533 -1.209548 -3.419751 0.3031 0.1769 1.7130
H -2.850268 -0.032521 -2.053130 1.6892 -0.5926 0.8669
H -2.560947 0.539622 0.590133 1.6244 -0.9827 -0.7772
H -0.212139 -0.277614 1.786392 -0.2383 -0.3614 -1.7307
H 4.627606 -3.572293 1.208718 -0.6620 -0.1341 -2.0032
H 6.032721 -5.216776 -0.463287 -1.6194 1.0324 -0.7783
H 5.855012 -4.939825 -3.907370 -0.6722 -0.5096 0.8452
H 3.198274 -3.886576 -3.967147 0.4828 0.0552 2.0641
C -8.131998 3.356907 -0.752698 0.0294 -0.0264 0.0037
C -8.028494 2.640866 -1.941799 0.1411 -0.0296 0.2230
C -7.095982 1.615645 -2.058686 -0.0150 -0.0413 -0.0869
C -6.273874 1.312743 -0.974581 -0.5836 0.6534 0.0545
C -6.367416 2.030900 0.216069 0.0581 -0.0188 0.1035
C -7.301027 3.056355 0.322748 -0.0216 -0.1121 -0.2524
N -5.307595 0.217511 -1.084053 0.2991 -0.4196 0.0409
O -5.239847 -0.378963 -2.150703 -0.0474 0.3128 0.5208
O -4.626051 -0.041128 -0.102010 -0.6277 0.1161 -0.5777
H -8.865100 4.153042 -0.663258 0.0962 -0.0922 -0.0139
H -8.677868 2.880532 -2.777350 0.1084 -0.0639 0.0779
H -7.025374 1.065343 -2.990465 0.1359 -0.0420 0.2275
H -5.727984 1.804558 1.062529 -0.0101 -0.1185 -0.2296
H -7.384186 3.619784 1.246131 0.0552 -0.1005 -0.0959
C 2.088554 1.446680 6.535006 -0.0310 0.0090 -0.0339
C 0.817698 1.269601 7.074773 0.0630 0.0585 -0.2532
C -0.305591 1.376227 6.261660 -0.0756 -0.0288 0.0619
C -0.143597 1.656682 4.905925 0.7114 -0.0729 0.5193
C 1.125652 1.842521 4.360929 0.0244 0.0088 -0.1294
C 2.243055 1.736711 5.182441 -0.2129 -0.0465 0.1612
N -1.321431 1.745048 4.039980 -0.5354 0.0498 -0.3205
O -2.420970 1.594739 4.554725 0.5678 0.0849 -0.2531
O -1.137571 1.959871 2.850255 -0.1009 -0.0979 0.5760
H 2.963551 1.357102 7.171912 -0.1079 0.0178 -0.0768
H 0.703295 1.045104 8.130146 -0.0362 0.0300 -0.1400
H -1.290014 1.235965 6.694369 0.0628 0.0420 -0.2582
H 1.259828 2.065788 3.307745 -0.2126 -0.0551 0.1197
H 3.235803 1.876545 4.767807 -0.1522 -0.0135 -0.0074
```
Forces are in eV/Å.

- Kohn-Sham gap: 0.2346 hartree
- HOMO: -7.0 eV
- Total energy: -59065.1721 eV
- LUMO level: -0.60 eV

Löwdin population analysis, charges in e, atoms 1 to 5: atom 1 (O): 0.031, atom 2 (C): -0.381, atom 3 (O): 0.004, atom 4 (C): -0.078, atom 5 (C): -0.151

(2)
DFT (ωB97M-V/def2-TZVPD) results for a cluster of 5 separate species, C18H41N4O13S5 in total.

```
81
Properties=species:S:1:pos:R:3:forces:R:3
N -2.724575 6.352389 1.065244 1.9577 -11.6856 1.7051
C -2.480012 5.068294 1.233022 0.5184 7.5783 -2.6450
O -1.760771 3.767675 1.023860 -4.3443 3.3891 -0.8479
C -2.537922 2.876817 0.148673 0.9087 -4.6496 0.9073
C -1.354070 1.795887 -0.328570 1.0052 3.5559 1.1700
C -0.664791 2.789585 -1.480596 -0.6971 -2.3454 -2.7912
N 0.794327 3.153259 -1.344414 0.0100 7.9138 0.1874
C 1.008442 4.508325 -1.368932 -2.7346 -2.3492 1.2317
S 0.874715 6.222588 -1.187192 0.9701 -5.7028 -0.8318
C -1.775952 3.916341 -1.902177 0.4209 0.0596 -0.2119
N -3.022972 3.358459 -1.200068 1.9042 -1.6783 -1.3275
N -4.220896 4.043815 -1.315485 -1.6088 1.6483 -1.3482
H -3.383084 2.205699 0.614276 1.3256 2.2127 -0.3160
H -1.695291 0.725482 -0.657097 0.6596 2.2300 0.6452
H -0.576611 1.884452 0.550574 -1.6646 -1.0182 -1.6161
H -0.643429 2.059115 -2.422471 -0.0119 1.6848 1.7415
H -1.734041 4.996299 -1.454332 0.6067 -1.9346 -1.1715
H -1.919201 3.835538 -3.074930 0.0945 0.6825 2.6032
H -3.207579 2.487680 -1.744723 0.4101 0.1883 1.0517
H -4.763046 3.626285 -2.128055 0.8073 0.8700 1.3743
H -3.987460 5.031745 -1.555950 -0.5739 -0.8519 0.4103
O 3.759437 9.918548 4.190891 -0.3108 -0.2762 -1.2523
S 3.880249 9.494510 2.811885 0.2209 -0.0390 0.0336
O 3.310415 10.256075 1.721267 0.2079 -0.5063 1.0743
O 3.385514 7.948046 2.685357 0.8962 0.7422 -0.0506
C 2.099047 7.602261 3.175820 -1.0251 -0.1936 0.2232
C 1.008783 8.011121 2.203334 -0.1354 0.3766 -0.1350
C 5.596717 9.207517 2.457955 -0.0151 -0.2172 -0.0178
H 1.928917 8.036212 4.166869 0.1517 0.0475 -0.1216
H 2.083415 6.513824 3.293145 0.3499 0.1656 -0.0306
H 0.929480 9.100468 2.138034 -0.0071 -0.1520 0.0245
H 0.038853 7.619777 2.523166 0.0997 -0.0186 0.0112
H 1.227928 7.642075 1.196402 0.0060 -0.0232 0.2327
H 6.019764 8.579826 3.244494 -0.1304 0.0993 -0.1004
H 6.104786 10.174150 2.436399 -0.2438 -0.0618 0.0391
H 5.681011 8.721297 1.484207 -0.0735 0.0847 0.1414
O -2.240563 -2.381452 -0.334109 -0.3885 0.2189 -0.8045
S -2.119751 -2.805490 -1.713115 0.4472 -1.3022 -0.5089
O -2.689585 -2.043925 -2.803733 0.0909 0.0011 1.0740
O -2.614486 -4.351954 -1.839643 1.1528 1.2934 0.0343
C -3.900953 -4.697739 -1.349180 -1.2873 -0.2992 0.2502
C -4.991217 -4.288879 -2.321666 -0.1075 0.2996 -0.1648
C -0.403283 -3.092483 -2.067045 -0.1294 -0.1827 0.0460
H -4.071083 -4.263788 -0.358131 0.1739 0.0292 -0.0949
H -3.916585 -5.786176 -1.231855 0.3613 0.2056 -0.0464
H -5.070520 -3.199532 -2.386966 -0.0151 -0.1370 0.0213
H -5.961147 -4.680223 -2.001834 0.1521 -0.0180 -0.0029
H -4.772072 -4.657925 -3.328598 -0.0382 -0.0412 0.1893
H 0.019764 -3.720174 -1.280506 -0.0856 0.0917 -0.1546
H 0.104786 -2.125850 -2.088601 -0.1785 -0.0835 0.0315
H -0.318989 -3.578703 -3.040793 -0.0457 0.0609 0.1644
O 2.568568 -4.206575 -2.376236 0.2110 -0.2182 -0.8726
S 3.445224 -4.239469 -3.527954 0.8475 -0.3378 -0.2984
O 2.947858 -4.480707 -4.865329 -0.0160 0.1598 1.3088
O 4.673463 -5.267361 -3.232671 -0.6176 1.5828 -0.1759
C 4.369285 -6.594606 -2.831406 -0.2814 -1.3221 0.1531
C 3.962438 -7.450427 -4.016147 -0.2639 0.0243 -0.2663
C 4.406282 -2.746205 -3.548567 0.1566 -0.0711 0.0845
H 3.597310 -6.600902 -2.054584 0.0642 0.1770 -0.0897
H 5.278827 -7.010420 -2.385831 -0.0333 0.4102 -0.0574
H 3.001959 -7.122960 -4.425385 0.1156 -0.0662 0.0618
H 3.864430 -8.498767 -3.720198 0.0688 0.1343 0.0262
H 4.699703 -7.374557 -4.821638 -0.0392 -0.0516 0.1848
H 4.837929 -2.589846 -2.558193 -0.0754 -0.0928 -0.1443
H 3.740775 -1.918044 -3.801998 -0.0278 -0.2351 0.0019
H 5.188744 -2.839086 -4.304098 -0.1525 -0.0544 0.1024
O -2.405842 -4.010568 5.868934 0.7187 -0.6616 -0.7163
S -1.955101 -5.077654 5.000474 -0.0575 -0.1833 -0.1484
O -0.660211 -5.703493 5.160861 -0.9822 0.8199 0.0343
O -2.121292 -4.607980 3.449954 -0.4298 -0.7466 0.9606
C -1.529466 -3.383883 3.041977 0.5961 0.8930 -0.4202
C -0.037555 -3.540066 2.815312 0.2855 -0.1142 0.2311
C -3.193694 -6.350202 4.980319 -0.0705 0.0320 -0.1941
H -1.739105 -2.588301 3.764845 -0.0386 -0.2002 0.0814
H -2.006025 -3.096859 2.098996 -0.1430 -0.2832 0.2035
H 0.484928 -3.729053 3.757929 -0.0574 0.0374 -0.1357
H 0.382972 -2.633357 2.371190 -0.1052 -0.0571 -0.0026
H 0.168441 -4.388995 2.155754 -0.0813 0.1538 0.0190
H -4.167622 -5.892774 4.796390 0.1881 -0.0182 0.0255
H -3.189522 -6.842999 5.955056 0.1391 0.1850 -0.0962
H -2.948113 -7.071022 4.198137 0.0239 0.1422 0.1133
```
Forces are in eV/Å.

- Total charge: +1
- Kohn-Sham gap: 0.2957 hartree
- HOMO: -12.3 eV
- Total energy: -106067.5447 eV
- LUMO level: -4.25 eV

Löwdin population analysis, charges in e, atoms 1 to 5: atom 1 (N): 0.158, atom 2 (C): -0.088, atom 3 (O): -0.042, atom 4 (C): -0.219, atom 5 (C): 0.006